1:
Entry from OMol25: a 2-piece molecular cluster, C5H14 overall (ωB97M-V/def2-TZVPD).

The calculation puts the LUMO energy at 1.1 eV. As for the orbital gap: 12.15 eV. Its spin multiplicity is 1.

Each line ends with the natural charge from an NBO analysis.
Atoms and positions in Å:
C: -1.917 0.274 -0.993  -0.609
C: -1.393 0.139 -2.531  -0.615
H: -1.294 1.060 -0.596  0.198
H: -2.939 0.681 -1.095  0.201
H: -1.857 -0.573 -0.379  0.206
H: -1.967 -0.612 -3.089  0.209
H: -1.241 1.183 -3.003  0.218
H: -0.322 -0.420 -2.336  0.191
C: 1.272 0.065 0.670  -0.408
C: 1.063 -1.435 1.054  -0.623
C: 1.106 0.972 1.834  -0.620
H: 2.320 0.129 0.348  0.200
H: 0.639 0.328 -0.177  0.204
H: 0.254 -1.517 1.826  0.196
H: 1.872 1.716 1.999  0.212
H: 0.097 1.371 1.904  0.207
H: 1.850 -2.071 1.486  0.219
H: 0.519 -1.803 0.144  0.209
H: 1.282 0.446 2.767  0.204

2:
Entry from OMol25: a 2-piece molecular cluster, C5H14 overall (ωB97M-V/def2-TZVPD).

The calculation puts the LUMO energy at 1.0 eV. As for the orbital gap: 11.73 eV. Its spin multiplicity is 1.

Each line ends with the natural charge from an NBO analysis.
Atoms and positions in Å:
C: 0.300 1.038 2.017  -0.407
C: -0.294 1.818 0.869  -0.634
C: 0.964 -0.276 1.743  -0.621
H: 1.324 1.606 2.478  0.183
H: -0.446 1.066 2.785  0.207
H: 0.387 2.546 0.270  0.220
H: -1.351 2.231 1.179  0.214
H: 0.286 -1.189 1.603  0.210
H: 1.844 -0.040 0.959  0.209
H: -0.613 1.223 0.016  0.207
H: 1.640 -0.578 2.576  0.213
C: -0.008 -1.681 -1.798  -0.618
C: -0.950 -0.895 -2.625  -0.615
H: -0.193 -2.694 -1.832  0.210
H: 1.016 -1.221 -2.017  0.208
H: -0.268 -1.315 -0.809  0.208
H: -1.183 -1.202 -3.699  0.205
H: -0.645 0.156 -2.688  0.201
H: -1.868 -0.610 -2.061  0.200

3:
Entry from OMol25: a 2-piece molecular cluster, C5H14 overall (ωB97M-V/def2-TZVPD).

The calculation puts the LUMO energy at 1.1 eV. As for the orbital gap: 11.73 eV. Its spin multiplicity is 1.

Each line ends with the natural charge from an NBO analysis.
Atoms and positions in Å:
C: 0.810 1.451 1.294  -0.404
C: 0.347 1.988 2.620  -0.618
C: -0.340 0.467 0.811  -0.626
H: 0.896 2.326 0.532  0.184
H: 1.805 1.186 1.333  0.205
H: -0.623 1.641 3.092  0.206
H: -0.961 0.054 1.641  0.206
H: -0.926 1.224 0.148  0.219
H: 0.142 3.016 2.559  0.207
H: 1.143 1.830 3.381  0.207
H: -0.021 -0.489 0.405  0.214
C: -0.924 -2.130 -1.901  -0.623
C: 0.217 -1.647 -2.705  -0.643
H: -1.374 -3.201 -2.218  0.215
H: -0.793 -2.300 -0.666  0.204
H: -1.712 -1.349 -1.835  0.209
H: 0.885 -2.634 -2.934  0.201
H: 0.103 -1.325 -3.806  0.218
H: 0.779 -0.762 -2.342  0.221

4:
Entry from OMol25: a 2-piece molecular cluster, C5H14 overall (ωB97M-V/def2-TZVPD).

The calculation puts the LUMO energy at 1.2 eV. As for the orbital gap: 12.51 eV. Its spin multiplicity is 1.

Each line ends with the natural charge from an NBO analysis.
Atoms and positions in Å:
C: 0.175 0.461 -2.175  -0.608
C: 1.626 0.800 -2.527  -0.607
H: -0.492 1.320 -2.174  0.203
H: -0.233 -0.362 -2.765  0.202
H: 0.151 0.064 -1.162  0.201
H: 2.053 1.446 -1.771  0.202
H: 2.177 -0.122 -2.684  0.205
H: 1.662 1.388 -3.448  0.201
C: -0.297 -0.917 1.435  -0.397
C: 0.023 0.562 1.301  -0.611
C: -1.590 -1.135 2.230  -0.604
H: -0.390 -1.401 0.459  0.192
H: 0.510 -1.469 1.929  0.196
H: -0.871 1.111 1.013  0.202
H: -1.391 -0.896 3.282  0.198
H: 0.827 0.797 0.608  0.210
H: 0.326 0.941 2.282  0.204
H: -2.341 -0.419 1.903  0.201
H: -1.928 -2.170 2.265  0.211

Most stable pick: 4. Distance to second place: 0.0424 hartree.

1:
Entry from OMol25: a 2-piece molecular cluster, C5H14 overall (ωB97M-V/def2-TZVPD).

The calculation puts the LUMO energy at 1.1 eV. As for the orbital gap: 12.19 eV. Its spin multiplicity is 1.

Each line ends with the natural charge from an NBO analysis.
Atoms and positions in Å:
C: 0.397 2.700 1.505  -0.618
C: -0.035 2.815 0.006  -0.612
H: -0.025 3.449 2.216  0.208
H: 0.107 1.636 1.879  0.204
H: 1.457 2.935 1.634  0.205
H: -0.103 3.844 -0.160  0.201
H: 0.681 2.407 -0.787  0.210
H: -1.038 2.463 -0.111  0.202
C: 0.310 -1.941 -0.877  -0.395
C: -0.294 -0.806 -0.059  -0.605
C: -0.422 -3.277 -0.837  -0.588
H: 0.306 -1.765 -1.948  0.197
H: 1.333 -2.105 -0.546  0.191
H: 0.707 -0.265 0.277  0.202
H: -0.710 -3.524 0.100  0.189
H: -0.678 -1.233 0.760  0.195
H: -0.939 -0.057 -0.484  0.213
H: -1.349 -3.160 -1.334  0.198
H: 0.295 -4.117 -1.235  0.203

2:
Entry from OMol25: a 2-piece molecular cluster, C5H14 overall (ωB97M-V/def2-TZVPD).

The calculation puts the LUMO energy at 1.1 eV. As for the orbital gap: 12.62 eV. Its spin multiplicity is 1.

Each line ends with the natural charge from an NBO analysis.
Atoms and positions in Å:
C: -2.857 -0.512 1.065  -0.619
C: -1.601 -1.044 1.712  -0.622
H: -3.697 -1.177 1.264  0.205
H: -3.148 0.505 1.327  0.207
H: -2.785 -0.443 -0.026  0.205
H: -1.855 -1.904 2.330  0.208
H: -0.799 -1.224 1.004  0.211
H: -1.181 -0.342 2.442  0.204
C: 2.127 0.285 -0.757  -0.397
C: 0.843 -0.446 -1.200  -0.606
C: 2.057 1.772 -1.062  -0.612
H: 2.220 0.067 0.304  0.197
H: 3.007 -0.165 -1.222  0.197
H: 0.642 -0.554 -2.262  0.206
H: 1.067 2.192 -0.880  0.201
H: 2.787 2.310 -0.452  0.208
H: 2.302 2.066 -2.083  0.206
H: 0.819 -1.474 -0.830  0.203
H: 0.053 0.091 -0.673  0.197

3:
Entry from OMol25: a 2-piece molecular cluster, C5H14 overall (ωB97M-V/def2-TZVPD).

The calculation puts the LUMO energy at 1.1 eV. As for the orbital gap: 11.92 eV. Its spin multiplicity is 1.

Each line ends with the natural charge from an NBO analysis.
Atoms and positions in Å:
C: -0.199 -0.702 -1.354  -0.408
C: -1.768 -0.832 -1.328  -0.628
C: 0.615 -1.811 -0.704  -0.604
H: 0.198 -0.670 -2.344  0.192
H: 0.116 0.241 -0.920  0.196
H: -1.918 -1.881 -1.842  0.207
H: 0.363 -2.811 -1.170  0.204
H: 1.800 -1.556 -0.736  0.214
H: 0.274 -1.928 0.323  0.199
H: -2.071 -1.025 -0.257  0.198
H: -2.452 0.022 -1.589  0.229
C: 0.703 1.989 0.767  -0.607
C: 0.545 1.310 2.134  -0.605
H: 1.619 2.675 0.760  0.207
H: 0.954 1.178 0.026  0.197
H: -0.268 2.403 0.686  0.212
H: 1.376 0.778 2.542  0.200
H: -0.216 0.537 2.102  0.199
H: 0.329 2.081 2.904  0.199

Most stable pick: 2. Distance to second place: 0.0357 hartree.

1:
Entry from OMol25: a 2-piece molecular cluster, C2H2Cl3NO overall (ωB97M-V/def2-TZVPD).

The calculation puts the LUMO energy at -1.1 eV. As for the orbital gap: 8.72 eV. Its spin multiplicity is 1.

Each line ends with the natural charge from an NBO analysis.
Atoms and positions in Å:
C: -0.217 0.069 1.254  -0.425
C: -1.315 0.757 1.501  -0.099
N: 1.659 -0.772 -2.288  0.211
O: 2.566 -1.490 -2.158  -0.186
Cl: -2.821 0.021 1.903  0.038
Cl: -1.372 2.477 1.446  0.039
Cl: 1.022 -0.619 -3.948  -0.024
H: -0.223 -1.005 1.296  0.222
H: 0.701 0.562 0.994  0.224

2:
Entry from OMol25: C2H2Cl3NO as an isolated structure (ωB97M-V/def2-TZVPD).

The calculation puts the LUMO energy (alpha / beta) at 0.1 / -1.1 eV. As for the orbital gap (alpha / beta): 9.36 / 7.56 eV. Its spin multiplicity is 1.

Each line ends with the natural charge from an NBO analysis.
Atoms and positions in Å:
C: -0.175 -0.123 0.314  -0.375
C: -0.641 -0.025 1.664  -0.111
N: 1.017 -2.209 0.954  0.202
O: 0.339 -3.136 0.886  -0.201
Cl: -2.244 -0.701 1.903  0.042
Cl: -0.640 1.692 2.326  -0.023
Cl: 0.499 -0.919 2.819  0.030
H: -0.868 -0.389 -0.460  0.220
H: 0.746 0.358 0.045  0.217

Most stable pick: 1. Distance to second place: 0.0494 hartree.

1:
Entry from OMol25: a 4-piece molecular cluster, H7O3S overall (ωB97M-V/def2-TZVPD).

The calculation puts the LUMO energy at 3.9 eV. As for the orbital gap: 7.51 eV. The total charge is -1. Its spin multiplicity is 1.

Each line ends with the natural charge from an NBO analysis.
Atoms and positions in Å:
S: 1.683 0.362 -0.150  -1.018
H: 1.790 -0.736 0.645  0.088
H: -3.533 -1.426 -0.737  0.455
H: -2.440 -1.930 0.126  0.499
O: -3.386 -2.080 -0.075  -0.978
H: -0.472 -2.358 0.853  0.458
H: 0.053 -1.277 -0.108  0.514
O: -0.591 -2.029 -0.039  -1.000
H: 0.064 3.784 0.281  0.451
H: 1.139 2.690 0.189  0.510
O: 0.994 3.652 0.263  -0.980

2:
Entry from OMol25: a 4-piece molecular cluster, H7O3S overall (ωB97M-V/def2-TZVPD).

The calculation puts the LUMO energy at 3.5 eV. As for the orbital gap: 6.68 eV. The total charge is -1. Its spin multiplicity is 1.

Each line ends with the natural charge from an NBO analysis.
Atoms and positions in Å:
S: 2.601 1.103 -0.142  -1.054
H: 2.063 1.748 -1.123  0.072
H: -2.243 -2.100 1.903  0.488
H: -2.771 -2.439 0.663  0.461
O: -3.034 -2.573 1.587  -0.951
H: 0.212 -0.470 2.080  0.485
H: -0.128 -0.183 0.663  0.502
O: -0.599 -0.545 1.481  -0.999
H: -0.104 1.121 -2.983  0.486
H: -1.125 0.738 -1.754  0.484
O: -1.057 1.110 -2.715  -0.973

Most stable pick: 1. Distance to second place: 0.0268 hartree.

1:
Entry from OMol25: the molecule C2H3N3O (ωB97M-V/def2-TZVPD).

The calculation puts the LUMO energy at 0.8 eV. As for the orbital gap: 10.29 eV. Its spin multiplicity is 1.

Each line ends with the natural charge from an NBO analysis.
Atoms and positions in Å:
C: -0.366 -0.029 0.065  0.670
C: 1.671 0.440 -0.037  0.157
H: -2.208 -0.982 -0.020  0.410
H: -2.340 0.728 0.080  0.417
H: 2.631 0.995 0.064  0.220
N: -1.714 -0.077 -0.085  -0.815
N: 0.403 0.991 -0.026  -0.567
N: 1.671 -0.885 -0.057  -0.163
O: 0.250 -1.182 0.016  -0.329

2:
Entry from OMol25: C2H3N3O as an isolated structure (ωB97M-V/def2-TZVPD).

The calculation puts the LUMO energy at 0.7 eV. As for the orbital gap: 10.45 eV. Its spin multiplicity is 1.

Each line ends with the natural charge from an NBO analysis.
Atoms and positions in Å:
C: 0.620 0.026 -0.095  0.550
C: -1.302 0.632 0.099  0.202
H: 2.087 0.791 0.179  0.475
H: -2.127 1.233 0.036  0.200
H: -2.102 -1.149 0.192  0.403
N: -0.052 1.083 -0.029  -0.554
N: -1.264 -0.576 -0.121  -0.317
N: -0.019 -1.089 0.077  -0.335
O: 1.947 -0.093 0.011  -0.625

Most stable pick: 1. Distance to second place: 0.0299 hartree.

1:
Entry from OMol25: the molecule C2H3N3O (ωB97M-V/def2-TZVPD).

The calculation puts the LUMO energy at 0.3 eV. As for the orbital gap: 9.60 eV. Its spin multiplicity is 1.

Each line ends with the natural charge from an NBO analysis.
Atoms and positions in Å:
O: -0.864 -1.073 -2.431  -0.547
C: -0.768 -0.084 -0.491  0.602
N: -0.724 -0.330 0.715  -0.327
N: 0.394 0.107 1.452  -0.405
C: 0.951 1.263 1.230  -0.102
N: -1.037 0.121 -1.682  -0.206
H: -0.176 -0.852 -3.073  0.476
H: 0.539 -0.532 2.234  0.390
H: 1.685 1.381 2.048  0.120

2:
Entry from OMol25: a 2-piece molecular cluster, C2H3N3O overall (ωB97M-V/def2-TZVPD).

The calculation puts the LUMO energy (alpha / beta) at 0.1 / 0.1 eV. As for the orbital gap (alpha / beta): 9.01 / 9.01 eV. Its spin multiplicity is 1.

Each line ends with the natural charge from an NBO analysis.
Atoms and positions in Å:
O: -1.819 -0.226 -1.354  -0.636
C: -1.064 -0.440 -0.302  0.493
N: 0.028 -0.978 -0.124  -0.152
N: 1.187 -0.838 0.350  -0.490
C: 0.719 1.543 1.074  0.108
N: -0.290 1.761 0.550  -0.382
H: -1.305 -0.269 -2.178  0.484
H: 1.509 -1.750 0.683  0.332
H: 1.654 1.400 1.569  0.243

Most stable pick: 2. Distance to second place: 0.0630 hartree.

1:
Entry from OMol25: the molecule C2H3N3O (ωB97M-V/def2-TZVPD).

The calculation puts the LUMO energy at -0.3 eV. As for the orbital gap: 8.50 eV. Its spin multiplicity is 1.

Each line ends with the natural charge from an NBO analysis.
Atoms and positions in Å:
O: 1.632 -0.933 0.168  -0.536
C: 0.811 0.952 -0.586  0.060
N: -0.185 1.541 0.038  -0.394
N: -1.099 0.540 0.349  -0.308
C: -0.707 -0.651 -0.008  0.230
N: 0.515 -0.455 -0.602  -0.198
H: 2.351 -0.418 -0.252  0.495
H: -1.954 0.800 0.817  0.423
H: -1.337 -1.535 0.047  0.228

2:
Entry from OMol25: the molecule C2H3N3O (ωB97M-V/def2-TZVPD).

The calculation puts the LUMO energy at 0.9 eV. As for the orbital gap: 10.50 eV. Its spin multiplicity is 1.

Each line ends with the natural charge from an NBO analysis.
Atoms and positions in Å:
C: -0.165 0.941 -0.080  -0.109
C: -1.379 0.248 -0.079  -0.138
H: 2.142 -1.108 0.064  0.494
H: 0.289 1.958 0.177  0.260
H: -2.403 0.648 0.046  0.222
N: 0.657 -0.078 0.010  0.100
N: -1.197 -1.115 -0.028  -0.213
N: 0.057 -1.314 -0.036  -0.118
O: 2.000 -0.181 -0.075  -0.498

Most stable pick: 2. Distance to second place: 0.0770 hartree.

1:
Entry from OMol25: the molecule C2H3N3O (ωB97M-V/def2-TZVPD).

The calculation puts the LUMO energy at 0.4 eV. As for the orbital gap: 9.38 eV. Its spin multiplicity is 1.

Each line ends with the natural charge from an NBO analysis.
Atoms and positions in Å:
C: 1.179 0.322 -0.333  0.699
C: -0.955 0.665 -0.344  0.238
H: -1.921 1.151 -0.495  0.208
H: -1.482 -1.106 0.829  0.429
H: 0.935 -1.423 0.998  0.420
N: 0.156 1.226 -0.697  -0.511
N: -0.812 -0.530 0.300  -0.412
N: 0.513 -0.773 0.246  -0.460
O: 2.387 0.468 -0.505  -0.611

2:
Entry from OMol25: the molecule C2H3N3O (ωB97M-V/def2-TZVPD).

The calculation puts the LUMO energy at 0.5 eV. As for the orbital gap: 9.22 eV. Its spin multiplicity is 1.

Each line ends with the natural charge from an NBO analysis.
Atoms and positions in Å:
C: 0.104 -0.216 -0.035  0.463
C: -0.784 0.854 -0.082  -0.259
H: 2.179 -0.973 0.369  0.432
H: 1.945 0.716 -0.255  0.407
H: -0.499 1.980 0.219  0.230
N: 1.460 -0.229 -0.102  -0.838
N: -2.047 0.313 0.003  -0.169
N: -1.858 -1.001 -0.109  0.029
O: -0.499 -1.444 -0.008  -0.295

Most stable pick: 1. Distance to second place: 0.0870 hartree.